# 1
Computed, not measured: C34H39F3O9S in the gas phase in a non-equilibrium geometry, with ωB97M-V/def2-TZVPD.

Calculated values
LUMO level in eV: -1.675
Charge: 0
Orbital gap in eV: 7.919
Total energy in eV: -73303.618

Geometry as XYZ:
```
86
C34H39F3O9S | the Open Molecules 2025 dataset | ωB97M-V/def2-TZVPD
H 6.358 0.549 2.169
C -5.339 1.573 3.231
H -5.703 2.571 3.462
C 6.174 -2.249 1.601
H -4.358 2.993 -3.020
H 5.079 -3.456 0.207
H -4.212 1.294 -2.382
C 2.708 2.210 2.181
H 4.082 -2.640 1.389
C 5.392 0.578 1.648
H 0.174 -3.545 -1.146
C -0.149 -1.324 -4.445
H 5.487 2.692 2.077
C -1.913 2.566 -1.488
O 6.758 -2.242 2.657
H -1.775 2.823 -2.541
C -0.379 -3.429 0.931
H -3.550 3.841 -0.874
O -2.479 1.233 -4.043
H 4.579 -0.792 0.205
C -1.211 -4.658 0.515
H -4.001 -0.271 0.726
O 6.551 -1.347 0.619
O -2.556 -4.681 0.806
C 5.026 -3.186 1.270
C -1.042 1.707 1.264
H 5.921 0.244 -0.448
F 2.700 -1.279 -3.796
H -4.486 3.286 1.415
C 0.182 1.655 2.204
C 3.629 2.313 0.949
O -0.742 -5.603 -0.069
H 1.204 3.126 0.871
H -0.206 -0.790 1.299
H 0.666 0.676 2.267
C -0.628 -0.121 -4.681
H 1.300 -2.651 -0.157
H -1.168 2.742 0.935
C -0.351 -1.446 -0.717
C -4.814 1.277 1.989
F 3.627 -2.216 -5.535
H 3.175 2.800 2.982
C 1.269 2.717 1.887
C -3.394 2.767 -1.063
H -0.342 0.434 -5.576
C -4.403 2.343 -2.143
C -5.383 0.561 4.164
H 3.519 3.304 0.491
F 2.753 -0.220 -5.659
C -0.724 -1.051 -1.980
C -0.490 -0.503 0.292
H 4.647 0.185 2.349
H -5.628 2.423 0.347
C -1.372 1.176 -1.210
C 2.656 -1.447 -5.131
C -4.674 2.335 0.885
H 1.102 3.560 2.570
C -1.215 0.240 -2.224
S 0.980 -2.158 -5.542
H -0.186 1.876 3.214
H -4.939 -1.492 4.645
C -0.963 0.761 0.068
H -5.437 2.377 -1.777
H 2.695 1.166 2.516
C -4.440 -1.013 2.644
O -3.593 1.944 0.079
H 5.050 -4.105 1.852
C 5.555 -0.328 0.407
C 0.228 -2.799 -0.355
H 5.745 2.254 0.393
H -1.302 3.282 -0.924
C 5.109 2.056 1.267
O 0.674 -1.975 -6.928
C -4.392 -0.002 1.703
C -1.553 0.549 -3.674
H -1.052 -2.751 1.466
C -0.580 -2.012 -3.144
H -5.781 0.759 5.157
H -1.943 1.454 1.835
H -4.068 -1.996 2.370
H -2.895 -3.776 0.805
O -0.814 -3.195 -3.089
O 1.103 -3.546 -5.227
C -4.930 -0.702 3.898
H 3.320 1.556 0.211
H 0.379 -3.834 1.605
```

# 2
Computed, not measured: a molecular structure, C34H39F5NO4P3Pd in a non-equilibrium geometry, with ωB97M-V/def2-TZVPD.

Calculated values
LUMO level in eV: 4.499
Charge: -2
Orbital gap in eV: 4.867
Total energy in eV: -90509.920

Geometry as XYZ:
```
87
C34H39F5NO4P3Pd | the Open Molecules 2025 dataset | ωB97M-V/def2-TZVPD
H -0.502 7.910 1.382
H -3.569 -0.221 4.816
F 0.897 -2.310 -1.199
C 0.685 6.162 1.775
C 2.738 0.151 2.531
H -0.238 -1.661 3.730
O -2.306 -2.241 0.249
H 6.404 -1.839 -0.180
H -4.061 0.143 3.136
H 1.713 4.287 1.969
C 2.044 -4.080 -0.286
H -0.432 0.079 3.956
C 0.207 4.179 0.446
H -4.033 -4.185 0.933
H -0.123 0.792 -4.588
H -1.419 4.414 -0.934
C 1.072 2.568 -4.454
H -2.092 -3.029 2.812
H -0.555 0.677 -2.150
F 2.905 -4.140 -1.328
C 0.556 2.444 -1.696
C -3.413 -2.338 -1.925
C 0.935 4.831 1.444
C 5.795 -0.962 -0.368
H 2.218 4.328 -4.003
C -0.306 6.876 1.122
H -1.204 -3.848 -1.442
Pd 0.026 -0.266 0.254
C 2.921 -1.261 4.487
C 0.297 1.542 -3.929
H 2.530 2.735 0.557
H 1.260 2.621 -5.521
H 3.566 2.083 -1.141
H -2.917 -2.674 4.353
C 3.354 1.178 3.244
C 5.477 1.158 -1.441
C 4.528 -0.875 0.188
H 4.134 -1.688 0.785
N 1.801 2.070 0.788
C -2.212 -0.937 3.290
C 1.341 3.465 -2.240
H 3.525 2.133 2.760
C -4.307 -3.605 0.048
H -2.743 1.062 3.890
H 2.729 -2.210 4.976
C 1.603 3.528 -3.604
H -1.796 -4.732 -0.039
C -0.814 4.913 -0.181
C 3.726 0.252 -0.030
H 7.287 0.011 -1.583
C 2.533 -1.073 3.165
P 2.092 0.373 0.809
H -1.120 -1.051 5.155
P 0.208 2.328 0.144
H 1.278 6.647 2.545
C -0.919 -0.889 4.092
C -2.102 -4.229 -0.957
H -1.848 6.780 -0.375
H 1.753 4.227 -1.586
P -2.723 -0.717 0.626
H -2.597 -4.949 -1.619
O -4.177 -0.650 0.948
H 5.833 1.949 -2.093
C 0.048 1.475 -2.562
C 1.628 -2.657 -0.024
C -1.060 6.237 0.137
F 0.613 -2.792 0.974
C -3.047 -3.081 -0.638
F 2.697 -4.579 0.798
C 3.739 0.994 4.565
H -2.503 -2.003 -2.426
H -3.974 -3.000 -2.591
C 3.519 -0.228 5.193
H 4.210 1.805 5.110
O -2.155 0.207 -0.413
H 2.046 -1.868 2.606
O -1.805 -0.556 1.961
H -3.745 -2.384 2.800
C -2.784 -2.351 3.316
C 4.203 1.243 -0.884
C 6.286 0.066 -1.170
F 1.085 -5.017 -0.570
C -3.217 0.079 3.824
H -4.866 -4.247 -0.639
H 3.802 -0.365 6.230
H -4.016 -1.456 -1.699
H -4.932 -2.765 0.358
```

# 3
Computed, not measured: 3 unconnected molecules or ions with the total composition C34H39FN2O11S, with ωB97M-V/def2-TZVPD.

Calculated values
LUMO level in eV: -1.447
Charge: 0
Orbital gap in eV: 8.319
Total energy in eV: -74937.953

Geometry as XYZ:
```
88
C34H39FN2O11S | the Open Molecules 2025 dataset | ωB97M-V/def2-TZVPD
F 1.283 4.218 -1.118
C -1.183 -2.275 6.177
C -0.030 2.125 -0.508
H -5.204 -1.604 0.653
C -0.929 -0.163 4.385
H -4.329 -3.616 -0.700
H 3.964 -3.498 2.493
H 4.826 -3.921 -1.573
H 3.900 -1.732 -0.641
H 0.982 0.191 5.312
C -4.718 2.320 1.210
H -4.842 4.443 1.319
H -1.425 -1.621 -0.590
H 5.180 -5.445 0.528
H -0.355 4.044 0.426
H 5.315 3.279 -4.716
H -3.082 -2.625 5.261
H -8.761 -2.757 -0.626
C 4.902 4.276 -4.670
H -7.215 -4.558 -1.291
H 1.590 -0.439 0.061
C 1.908 -2.058 -1.351
O 3.649 -4.123 0.121
C -0.056 -1.474 6.168
O 1.645 2.351 -2.549
C -1.946 2.678 0.769
H -2.661 -0.878 -1.577
C -2.451 1.384 0.584
C 5.611 5.348 -5.179
H 5.649 -3.743 0.500
C 4.617 -4.349 2.293
H 3.480 7.867 -4.539
C 4.850 -4.434 0.794
O 1.999 -1.031 7.110
H 2.183 5.981 -3.606
H 3.089 3.686 -3.693
N 6.938 5.106 -5.774
O -6.133 -2.830 -1.404
H 3.825 -1.936 -2.380
C -4.228 3.552 1.328
C -2.261 -0.925 -0.555
C -1.747 0.464 -0.202
H -4.262 -2.536 -2.094
C 0.278 -0.094 -1.654
H -2.853 -0.744 3.652
O -2.256 4.564 2.187
H -5.773 2.102 1.124
H 5.553 -4.190 2.825
C 0.091 -0.417 5.289
C 1.593 -0.591 -1.018
C -2.071 -0.955 4.370
O -3.217 -1.464 0.315
C -3.753 1.178 1.327
H -8.518 -3.890 0.701
C -8.026 -3.135 0.082
H 5.703 7.454 -5.555
O 0.888 -2.710 7.866
H 0.494 0.449 -2.574
H 1.544 -2.683 -0.532
C -4.531 -1.522 -0.202
O 2.572 2.396 -0.245
H -7.715 -2.328 0.747
C -0.731 3.049 0.249
H 1.427 -2.339 -2.289
C -0.511 0.842 -0.768
C 5.122 6.641 -5.145
N 1.028 -1.760 7.123
H 3.171 -4.419 -1.856
O 7.552 6.067 -6.190
C -2.194 -2.007 5.269
H -1.264 -3.091 6.880
C -4.753 -2.706 -1.131
H -6.195 -4.253 0.117
O 7.337 3.961 -5.813
S 1.522 2.666 -1.164
C 3.415 -2.307 -1.436
C -2.757 3.700 1.506
H 2.416 0.017 -1.405
C -6.846 -3.776 -0.620
C 3.660 4.509 -4.102
H -4.802 -0.595 -0.725
H -0.830 0.659 3.687
C 3.795 -3.764 -1.239
O -3.968 0.275 2.094
H 4.133 -5.249 2.668
C 3.879 6.863 -4.576
H -0.323 -0.947 -1.946
C 3.152 5.801 -4.054
```

# 4
Computed, not measured: a molecular structure, C34H39N5O4P2Pd in a non-equilibrium geometry, with ωB97M-V/def2-TZVPD.

Calculated values
Spin multiplicity: 5
LUMO level (alpha / beta) in eV: -5.920 / -9.664
Charge: +2
<S²>: 6.035
Orbital gap (alpha / beta) in eV: 7.142 / 3.418
Total energy in eV: -73561.169

Geometry as XYZ:
```
85
C34H39N5O4P2Pd | the Open Molecules 2025 dataset | ωB97M-V/def2-TZVPD
H -3.645 -0.643 0.612
C -5.473 0.662 -5.581
C -2.566 -0.729 0.338
C 2.095 -3.782 6.397
C 1.637 0.179 0.559
H -3.665 4.135 0.541
C 2.504 3.574 -1.807
C -1.703 1.921 -3.666
C 2.950 -2.501 -0.347
C 0.865 -1.030 -0.004
C -0.256 -1.257 -6.166
H 1.017 -2.985 -0.942
H -0.621 1.821 -3.501
C 1.946 4.053 -3.036
C -0.651 -1.919 -4.028
C -5.047 -0.355 -3.596
H 3.810 -0.551 -0.206
O 2.767 -3.577 4.142
H -2.147 4.016 -3.144
C 1.889 -3.225 4.966
C -2.231 6.871 -0.731
H -5.060 -0.841 -2.629
C -3.093 4.927 0.080
C 1.163 -4.315 8.596
N -1.333 -0.726 -4.242
H 0.099 -3.266 7.066
P -2.358 0.278 -3.171
H 4.989 -1.888 -0.345
C 0.015 -2.284 -5.200
H 0.063 -1.329 0.691
H 3.311 -3.494 -0.635
Pd -2.616 0.783 -1.055
C 1.037 -3.744 7.332
H 3.778 -0.286 3.366
H 3.998 -2.536 2.101
C 4.224 -1.552 1.655
H -0.706 -2.403 -3.061
C -3.279 6.307 0.067
H 0.320 -0.662 -0.900
H -5.969 1.051 -6.459
C 1.429 3.167 -1.003
O 1.478 -5.761 10.939
C -1.081 -0.329 -5.564
H -7.080 -0.418 -4.445
H -3.352 1.351 -5.819
H 0.095 -1.200 -7.190
H -0.581 5.821 -1.818
C -2.299 3.002 -2.762
H -1.485 0.589 -5.962
C 3.472 -4.889 8.083
C -6.052 -0.093 -4.514
C 2.314 0.115 1.920
N -1.938 4.614 -0.637
H 2.468 4.436 -3.903
C -1.446 5.813 -1.177
C 3.332 -4.322 6.821
H -0.200 4.268 -3.608
H 1.427 2.807 0.016
H 0.614 -3.166 -5.368
H -2.060 7.915 -0.958
H 4.204 -4.306 6.172
H -4.066 6.853 0.565
N -3.849 0.177 -4.080
H 5.296 -1.378 1.880
H 4.411 -5.319 8.415
O 3.570 -6.233 10.454
H -3.382 2.852 -2.586
H 1.717 0.617 2.692
H -2.334 -1.640 -0.229
H 3.553 3.538 -1.552
H -1.841 -0.467 1.127
C -4.123 0.814 -5.292
O 0.837 -2.547 4.828
N 2.476 -5.678 10.185
H 0.877 0.963 0.672
H -1.849 2.166 -4.721
H 2.301 0.541 -0.236
C 4.036 -1.570 0.122
H 0.346 -4.300 9.308
C 0.563 3.947 -2.912
N 0.232 3.349 -1.693
C 2.376 -4.938 8.973
C 1.644 -2.238 -0.447
P -1.529 2.880 -1.098
C 3.423 -0.500 2.350
```